The following is a DFT calculation (ωB97M-V/def2-TZVPD) of a 9-piece molecular cluster, C50H127N9O16 overall in a non-equilibrium geometry.

Structure (XYZ):
```
202
Properties=species:S:1:pos:R:3:forces:R:3
C -6.8152 6.2460 3.1721 -1.2 0.6 -0.5
O -7.6386 6.4821 2.0148 -0.1 0.2 0.4
C -8.4761 7.6321 2.1997 -0.8 -0.7 0.0
C -9.6202 7.6240 1.1546 -0.1 1.9 -1.2
C -9.0107 7.8543 -0.2254 0.4 -1.1 0.0
N -10.5724 8.7794 1.3413 0.8 -0.6 1.6
H -6.3712 7.1891 3.4907 0.7 0.0 -0.2
H -6.1108 5.4477 2.9382 0.0 0.3 0.1
H -7.4618 5.9800 4.0083 0.0 -0.5 0.2
H -8.9726 7.6095 3.1698 0.1 -0.1 0.4
H -7.8543 8.5264 2.1580 -0.1 0.3 -0.2
H -10.1762 6.6900 1.2364 0.1 0.0 -0.1
H -8.3255 7.0234 -0.3932 0.2 0.1 -0.6
H -8.4598 8.7946 -0.2442 0.2 0.0 0.2
H -9.7433 7.9267 -1.0293 -0.1 -0.3 0.1
H -9.9872 9.6026 1.3474 -0.1 0.3 0.1
H -11.2279 8.9279 0.5874 0.1 -0.5 -0.2
C -10.2397 5.1264 5.8361 -0.3 -0.2 -0.2
O -10.9461 5.0026 7.0749 0.8 0.4 0.0
C -12.3627 4.9259 6.9461 1.2 -0.5 -1.4
C -13.0297 4.5340 8.2493 0.9 0.6 0.1
C -12.7541 3.1544 8.6832 0.8 -1.5 -0.1
N -14.4357 4.6891 8.0842 -1.2 0.7 0.0
H -10.3864 4.2437 5.2137 -0.1 -0.3 0.0
H -9.1604 5.2382 5.9390 -0.1 -0.2 0.8
H -10.5250 5.9642 5.1997 -0.6 0.4 0.3
H -12.7216 5.8101 6.4194 -0.4 0.6 0.7
H -12.5427 4.1712 6.1804 -0.4 -0.6 0.0
H -12.5710 5.0698 9.0804 -0.2 1.1 0.0
H -11.6888 3.0350 8.8806 0.1 0.0 0.1
H -13.0019 2.4188 7.9179 -0.4 -0.1 0.2
H -13.2918 2.9684 9.6130 0.0 -0.2 0.0
H -14.9654 4.2088 8.7975 0.1 -0.2 0.1
H -14.6850 5.6619 8.1918 -0.2 0.2 -0.3
C -11.7827 1.6012 5.7185 0.6 0.1 0.0
O -11.3472 0.2584 5.9353 -0.6 0.8 0.4
C -11.9333 -0.2502 7.1513 1.3 -1.1 -0.6
C -11.3188 -1.6672 7.3878 -0.8 1.1 0.9
N -10.0116 -1.6194 8.0450 -0.6 -0.5 0.1
C -9.2087 -2.8287 7.8193 0.6 1.0 0.1
C -7.8370 -2.6284 8.4794 1.0 0.3 0.2
O -6.8590 -3.6081 8.1705 -2.2 -1.6 -0.2
C -5.6392 -3.4818 8.7978 0.6 0.2 -0.3
H -12.8666 1.7012 5.7747 -0.1 -0.1 -0.1
H -11.4198 2.0169 4.7785 -0.1 -0.7 -0.4
H -11.3394 2.2961 6.4318 0.0 -0.1 0.6
H -13.0198 -0.2609 7.0643 -0.2 -0.3 -0.2
H -11.7213 0.3931 8.0052 0.3 0.2 0.1
H -11.3507 -2.2256 6.4522 0.2 0.0 -0.3
H -12.0127 -2.1441 8.0801 -0.2 -0.4 0.0
H -9.5276 -0.7663 7.8041 0.5 -0.1 -0.4
H -9.1251 -2.9971 6.7456 0.3 -0.4 -0.2
H -9.6771 -3.6920 8.2919 -0.2 -0.1 -0.1
H -7.9873 -2.5705 9.5574 -0.1 -0.1 0.3
H -7.3035 -1.7168 8.2105 -0.8 0.9 -0.3
H -5.6363 -3.2646 9.8659 -0.5 0.2 0.3
H -5.1203 -2.6843 8.2660 0.7 0.1 0.2
H -5.1284 -4.4395 8.6976 0.2 0.2 -0.3
C -7.3819 13.1505 6.5528 0.0 -0.4 -0.4
O -7.6705 11.8704 6.0294 0.3 -0.4 0.3
C -7.6585 10.8968 7.0811 -0.3 -0.6 -1.8
C -7.3937 9.4922 6.4161 1.0 0.6 1.6
N -7.1397 8.5265 7.4836 0.0 -1.4 0.3
C -6.5769 7.2460 6.9851 0.5 -0.1 1.1
C -6.4285 6.1662 8.1175 -1.4 0.9 0.3
O -5.4104 6.4095 9.1045 0.5 1.1 -2.3
C -5.2194 5.3887 10.0180 -0.9 -0.4 0.8
H -7.9554 13.2777 7.4709 -0.1 0.6 0.0
H -7.6040 13.8714 5.7660 -0.3 0.1 0.3
H -6.3192 13.2338 6.7806 0.2 0.0 0.2
H -8.6045 11.0053 7.6116 -0.2 -0.5 0.2
H -6.8612 11.1232 7.7891 0.3 -0.1 0.1
H -6.4161 9.5606 5.9388 -0.2 0.6 -1.1
H -8.1576 9.1018 5.7437 -0.1 0.4 0.0
H -6.3872 8.8868 8.0529 -0.1 0.3 0.4
H -5.5913 7.3752 6.5380 0.4 0.3 -0.2
H -7.1934 6.8758 6.1660 -0.3 -0.3 0.3
H -6.4389 5.1681 7.6796 0.7 -0.2 -0.1
H -7.3734 6.2260 8.6575 -0.4 -0.1 0.1
H -6.0336 5.4372 10.7411 -0.4 -0.3 0.3
H -4.3230 5.5362 10.6204 0.3 0.1 -0.5
H -5.2697 4.4039 9.5536 0.3 -0.2 0.0
C -7.4827 -4.7067 -1.7196 0.8 -0.8 0.6
O -8.6744 -4.0495 -1.3987 -0.1 -0.5 0.0
C -8.8380 -2.8148 -2.0418 -0.1 0.7 0.1
C -7.7333 -1.8036 -1.6154 -0.3 -0.7 0.0
N -7.7044 -1.3745 -0.2020 -0.1 -0.2 -1.2
C -8.8407 -0.5442 0.1549 0.7 0.2 1.4
C -8.6855 -0.0557 1.6382 -1.2 -0.6 -0.9
O -8.6756 -1.1984 2.5181 0.4 0.2 -1.3
C -9.3022 -1.0277 3.7548 0.2 0.5 0.6
H -7.1269 -4.6254 -2.7466 -0.4 0.3 -0.3
H -7.5791 -5.7726 -1.5134 -0.4 0.0 0.0
H -6.6586 -4.3871 -1.0818 0.2 0.2 0.1
H -9.8762 -2.5510 -1.8400 0.1 0.5 0.4
H -8.8331 -2.9570 -3.1224 0.4 0.0 -0.4
H -7.6807 -0.9653 -2.3101 -0.3 0.3 0.2
H -6.8204 -2.3643 -1.8163 0.3 0.2 0.1
H -7.7124 -2.2181 0.3534 0.0 -0.1 0.3
H -9.7991 -1.0507 0.0409 -0.2 -0.1 0.1
H -8.8381 0.3159 -0.5147 0.0 0.2 0.1
H -9.5479 0.5801 1.8390 -0.4 -0.1 0.2
H -7.8449 0.6337 1.7173 0.6 -0.5 0.3
H -9.1615 -1.8937 4.4016 0.2 -0.2 -0.3
H -10.3791 -0.8679 3.7029 -0.1 0.2 -0.3
H -8.8223 -0.1947 4.2684 -0.3 0.3 0.3
C -5.4761 1.6328 10.2218 0.8 1.0 0.0
O -6.4275 2.0275 9.2589 -0.8 -1.1 0.5
C -7.6983 1.4066 9.4988 -0.7 0.7 0.2
C -8.6529 1.7669 8.3640 1.1 -0.1 0.5
N -8.4399 0.8759 7.2226 -0.5 0.7 0.3
C -7.1658 0.9864 6.5191 -0.6 -0.1 -0.5
C -6.7305 2.3859 6.1077 0.4 0.3 -1.2
O -7.7316 3.2104 5.4331 0.8 -0.1 0.6
C -7.9800 2.8759 4.0672 0.2 -0.7 0.6
H -5.6001 2.1193 11.1893 -0.6 0.1 0.2
H -4.5281 2.0354 9.8650 0.2 -0.4 0.0
H -5.4083 0.5647 10.4284 -0.1 -0.2 -0.4
H -8.1476 1.7392 10.4345 0.2 0.6 0.3
H -7.6502 0.3332 9.6819 0.5 -0.4 -0.6
H -8.5152 2.8272 8.1521 0.3 0.3 -0.3
H -9.6859 1.7529 8.7114 -0.1 -0.7 0.0
H -9.1748 1.1272 6.5770 -0.1 -0.3 -0.5
H -7.3030 0.3412 5.6513 0.1 0.1 -0.3
H -6.3450 0.5094 7.0546 -0.1 0.2 0.4
H -5.8849 2.3149 5.4237 0.1 -0.4 -0.3
H -6.2483 2.9080 6.9341 -0.9 0.4 0.3
H -8.1835 3.7505 3.4495 -0.4 0.2 0.4
H -8.7995 2.1572 4.0679 -0.3 0.1 -0.5
H -7.1346 2.3934 3.5767 0.3 -0.2 0.2
C -2.0512 -4.0526 8.9941 -1.1 0.3 -0.3
O -2.4283 -3.3038 7.8491 -0.1 1.7 -0.7
C -2.3726 -1.8313 7.8992 0.4 -0.5 0.1
C -2.9205 -1.1682 6.5999 0.1 -1.3 0.1
N -2.5775 0.2304 6.3997 0.0 0.2 0.6
C -3.2763 1.2430 7.1990 0.2 0.3 -0.8
C -2.9066 2.6642 6.7110 0.2 0.1 0.1
O -3.4138 2.9847 5.4093 -0.5 0.2 -0.4
C -3.1741 4.3327 4.9547 0.0 -0.4 0.4
H -2.6647 -3.7830 9.8538 0.2 0.5 0.4
H -0.9868 -4.0214 9.2269 0.1 0.1 0.0
H -2.4077 -5.0603 8.7806 0.5 -0.2 -0.2
H -1.3534 -1.5129 8.1186 0.3 0.0 -0.3
H -2.9697 -1.4265 8.7163 -0.3 -0.3 0.4
H -3.9851 -1.4019 6.6100 -0.5 0.4 0.0
H -2.5771 -1.7500 5.7444 0.4 0.1 0.0
H -2.6196 0.4982 5.4268 -0.1 -0.2 0.0
H -3.0277 1.1165 8.2527 0.5 0.3 0.1
H -4.3627 1.1575 7.2216 -0.4 -0.2 -0.4
H -1.8226 2.7690 6.6655 0.3 -0.1 0.2
H -3.2770 3.3825 7.4424 -0.2 0.2 0.1
H -3.6415 5.0937 5.5795 0.2 -0.1 0.7
H -3.6352 4.5701 3.9960 -0.1 -1.0 -0.2
H -2.1068 4.5157 4.8300 0.1 0.1 0.3
C -6.9263 -2.3834 12.8088 1.7 1.1 -0.3
O -7.1051 -1.2439 13.6809 -0.9 -1.1 -0.1
C -5.9542 -0.6691 14.2599 0.1 0.6 0.2
C -6.3125 0.6595 14.9579 -1.0 -0.9 -1.5
N -6.5063 1.7397 13.9932 1.1 -0.6 -0.5
C -6.9100 2.9389 14.6287 -0.4 1.7 -1.2
C -7.4312 4.0182 13.5990 -0.3 -1.8 1.1
O -8.6244 3.4005 12.9880 1.6 1.6 -0.2
C -9.2438 4.2383 11.9947 0.3 -0.1 0.4
H -7.8353 -2.8912 12.4864 -0.2 0.6 0.5
H -6.1788 -3.1203 13.1027 -0.3 -0.3 1.2
H -6.3646 -2.0341 11.9424 -0.5 0.4 -0.7
H -5.2137 -0.4739 13.4842 0.3 0.0 -0.1
H -5.5139 -1.2710 15.0548 0.0 -0.7 -0.2
H -5.5717 0.8826 15.7256 0.2 0.3 -0.2
H -7.2649 0.4660 15.4513 -0.2 -0.1 0.5
H -7.1671 1.5212 13.2613 -0.2 -0.5 0.1
H -6.0201 3.3392 15.1143 -0.2 0.3 0.5
H -7.7376 2.7403 15.3096 -0.1 0.3 0.6
H -6.6424 4.3347 12.9166 -0.1 -0.6 -0.8
H -7.5948 4.9387 14.1593 -0.9 0.0 0.1
H -9.7414 3.5882 11.2751 -0.3 0.1 0.3
H -8.5580 4.8578 11.4168 0.6 -0.2 0.0
H -9.9040 4.9562 12.4814 -0.4 -0.2 0.0
C -1.1479 4.5225 13.3345 0.1 0.3 -0.7
O -2.2085 4.2609 12.3801 -0.1 -0.6 1.5
C -3.1942 3.3260 12.9270 0.6 -0.2 0.4
C -2.6946 1.8632 13.0133 -0.6 1.3 -1.8
N -2.1975 1.5009 11.6662 -0.1 -0.7 1.4
C -1.2348 0.4010 11.7406 0.4 0.6 -0.6
C -0.5600 0.2495 10.4055 1.0 1.1 -0.9
O 0.2476 1.4447 10.0965 -0.1 -0.5 0.4
C 0.9099 1.4554 8.8153 -1.7 -0.4 0.1
H -0.4235 3.7154 13.4438 -0.5 -0.6 0.2
H -1.5126 4.8780 14.2982 -0.3 -0.4 0.1
H -0.4919 5.3228 12.9922 -0.5 0.3 -0.6
H -4.1247 3.3971 12.3638 0.3 0.1 -0.5
H -3.4846 3.5658 13.9499 0.2 0.6 0.2
H -3.5765 1.2627 13.2361 0.0 -0.1 0.3
H -1.9663 1.8043 13.8222 0.3 -0.3 0.0
H -1.8136 2.3326 11.2407 0.5 0.0 0.0
H -1.7443 -0.5442 11.9280 -0.2 0.0 0.2
H -0.4753 0.5280 12.5120 0.1 0.2 0.3
H -1.3938 0.1335 9.7131 0.2 0.1 -0.6
H 0.1221 -0.5981 10.3394 -0.2 -0.3 0.2
H 1.5758 0.6104 8.6399 0.2 -0.1 0.3
H 1.4183 2.4004 8.6242 0.1 -0.1 0.6
H 0.1037 1.3973 8.0839 0.1 -0.1 -0.5
```
Positions in Å, forces in eV/Å.

Results
SMILES ... COC[C@H](C)N.COC[C@H](C)N.COCCNCCOC.COCCNCCOC.COCCNCCOC.COCCNCCOC.COCCNCCOC.COCCNCCOC.COCCNCCOC
HOMO-LUMO gap ... 8.95 eV
Relative energy (zero: lowest compared OMol25 entry of this formula, charge and spin) ... 3.784 eV
HOMO ... -8.28 eV
Molar mass ... 1110.61 Da

Results of the Mulliken charge analysis, in e, for atoms 1 through 99: -0.2373 -0.4170 -0.4609 0.2410 -1.3300 -0.7550 0.3614 0.2986 -0.1423 0.2876 0.3167 0.2984 0.3059 0.3127 0.4106 0.2809 0.2636 -0.3769 -0.1420 -0.8294 0.6582 -1.2532 -0.6806 0.0113 -0.2464 0.4826 0.4380 0.2719 0.1936 -0.1320 0.4254 0.5408 0.2629 0.2641 -0.8144 -0.1944 -0.4343 -1.0275 -0.3055 -0.6463 0.8071 -0.5173 -0.0455 0.5662 0.3741 0.0192 0.6190 0.1253 0.3243 0.4309 0.3078 0.1683 0.3807 0.0686 -0.4804 0.0397 -0.0205 0.2212 -0.7335 -0.3193 -0.5479 -0.3463 -0.3416 -0.2643 0.1388 -0.4350 -0.2413 0.3134 0.2335 0.2928 0.3452 0.3507 0.2495 0.2455 0.3091 0.5986 -0.2687 -0.3170 0.1889 0.2876 0.1790 -0.0513 -0.7881 -0.3806 -0.4208 -0.9051 -0.2683 -0.8595 -0.2758 -0.4245 -0.2908 0.3422 0.2772 0.2897 0.3022 0.3717 0.4424 0.4155 0.2919